Entry 1:
4
Properties=species:S:1:pos:R:3:forces:R:3 method="wB97M-V/def2-TZVPD" orbital_gap_ev=7.99 multiplicity=1 e_lumo_ev=-5.721 relative_energy_ev=0.942 total_energy_ha=-238.505163 total_charge=+1
O -0.794 -1.192 0.351 -0.42 -0.66 -0.87
H -1.551 -1.028 -0.256 0.78 -0.27 0.66
H -0.521 -2.119 0.162 -0.35 0.97 0.20
Na 2.866 4.339 -0.257 -0.02 -0.03 0.01

Entry 2:
4
Properties=species:S:1:pos:R:3:forces:R:3 method="wB97M-V/def2-TZVPD" orbital_gap_ev=8.26 multiplicity=1 e_lumo_ev=-5.683 relative_energy_ev=0.898 total_energy_ha=-238.506771 total_charge=+1
O -0.646 -0.308 -1.002 -0.10 0.34 -1.07
H 0.027 -0.117 -1.694 -0.80 -0.22 0.66
H -1.510 -0.222 -1.467 0.93 -0.10 0.45
Na 2.129 0.646 4.163 -0.03 -0.01 -0.04

Entry 3:
8
Properties=species:S:1:pos:R:3:forces:R:3 method="wB97M-V/def2-TZVPD" orbital_gap_ev=6.93 multiplicity=1 e_lumo_ev=7.513 relative_energy_ev=0.052 total_energy_ha=-984.953323 total_charge=-2
O -0.516 -2.631 -0.074 -0.37 -2.97 1.75
P -0.502 -1.355 -0.785 0.25 1.92 0.28
O 0.820 -0.858 -1.226 1.35 0.83 -1.19
P -1.568 0.114 0.467 -1.45 0.07 -2.37
O -2.722 0.887 -0.230 0.97 -1.18 0.93
O -0.533 0.874 1.187 1.04 1.19 1.57
H -1.401 -1.509 -1.792 -0.94 -0.08 -1.80
H -2.013 -0.999 1.223 -0.84 0.23 0.84